# 1
# C31H58Cl30INO3

16 unconnected molecules or ions with the total composition C31H58Cl30INO3 at a distorted geometry (ωB97M-V with the def2-TZVPD basis set, the OMol25 dataset).

The geometry in XYZ format:
```
124
Properties=species:S:1:pos:R:3:forces:R:3:lowdin_charge:R:1
C -0.24368 -2.52305 0.85350 -0.80 0.65 0.61 -0.17
C -0.56424 -1.94768 2.18719 0.77 1.13 -0.77 -0.21
C -0.28415 -0.38918 2.66241 1.49 -1.78 0.97 -0.12
C -0.02711 0.66118 1.43332 -2.68 1.29 0.74 -0.37
C -1.33155 0.67054 0.38447 0.49 1.47 -0.18 -0.10
C -2.78200 0.66970 1.14426 -0.12 -1.70 -0.10 -0.18
C -4.08083 0.81312 0.14309 -0.83 0.03 0.92 -0.15
C -4.97630 -0.59807 0.08606 -0.09 -0.04 -0.10 -0.19
O -6.43953 -0.33149 0.09512 1.09 0.28 -1.20 -0.28
C -6.85364 0.43862 -1.08809 1.06 0.52 -0.38 -0.16
C -0.01807 2.20452 2.07890 1.32 0.91 -0.20 -0.07
C 0.88210 3.24782 1.13295 3.92 1.62 -0.29 -0.26
C 0.23907 4.07688 -0.15174 0.13 0.08 -0.22 -0.14
N 2.23386 3.49774 1.37926 -5.51 -1.22 -0.71 0.08
O 1.13861 0.37740 0.58691 2.20 -1.02 3.41 -0.08
C 2.35251 0.08015 1.34939 2.37 1.64 3.65 -0.24
O 2.78392 0.67750 2.46102 -3.51 -3.40 -6.62 -0.03
C 3.32853 -1.12838 0.74612 0.13 0.60 -0.26 -0.13
C 3.81223 -0.85869 -0.80663 1.93 -0.23 1.60 -0.72
C 4.43760 0.64332 -1.02421 0.53 0.07 -0.58 -0.16
I 2.24332 -1.41221 -2.24671 0.71 0.41 0.52 0.80
H 0.80278 -2.89100 0.48108 -1.73 2.30 0.26 0.05
H -1.15314 -2.69280 0.09905 2.27 -0.80 2.13 0.07
H -1.11206 -2.66447 2.96031 0.50 3.24 -1.75 0.02
H -1.23089 -0.09170 3.32684 2.00 -0.52 -1.80 0.14
H 0.61075 -0.44717 3.45021 -1.64 0.72 -1.72 0.12
H -1.25330 1.71852 -0.18195 -0.07 -2.23 1.07 0.12
H -1.19575 -0.14919 -0.43966 -0.49 1.33 1.79 0.12
H -2.88617 1.44878 2.01160 0.53 -1.33 -1.78 0.11
H -2.88738 -0.40317 1.65686 0.24 2.28 -0.95 0.10
H -3.82059 1.21150 -0.93002 -0.40 -0.86 2.16 0.07
H -4.80793 1.60062 0.66866 1.51 -1.66 -1.32 0.13
H -4.75934 -1.23873 -0.86996 -0.12 1.24 1.60 0.13
H -4.77328 -1.29539 1.01841 -0.44 1.65 -1.82 0.13
H -7.85812 0.07821 -1.58246 1.89 0.50 1.39 0.09
H -6.93464 1.57972 -0.75561 0.12 -2.35 -1.04 0.11
H -5.99816 0.30164 -1.89737 -1.91 0.53 1.54 0.05
H -1.08996 2.67852 2.13313 2.11 -1.31 -0.25 0.04
H 0.43785 2.20908 3.17687 -0.78 -0.03 -2.50 0.14
H -0.83950 4.50496 0.05991 2.10 -1.19 -0.43 0.05
H 0.26355 3.43390 -1.15497 -0.23 1.19 2.43 0.02
H 0.91431 5.03143 -0.38610 -1.33 -2.19 0.69 0.07
H 2.61842 4.16876 0.67513 -0.88 -0.59 0.45 0.03
H 4.31989 -1.15339 1.39757 -2.22 0.38 -1.22 0.11
H 2.82616 -2.17782 0.87136 0.69 2.13 -0.35 0.10
H 4.70853 -1.62302 -0.99958 -2.24 1.54 0.36 0.09
H 3.73929 1.29598 -1.70909 1.41 -1.24 1.64 0.02
H 5.47748 0.52272 -1.58708 -2.28 0.26 1.08 0.09
H 4.69732 1.20916 -0.01002 -0.90 -1.36 -2.05 0.10
C -3.26846 -5.00673 2.39369 -0.07 -0.22 0.48 -0.97
Cl -4.55595 -4.88999 1.18795 0.23 -0.13 0.34 0.47
Cl -1.84144 -4.09246 1.89112 -1.78 -3.22 -0.36 0.65
H -3.63230 -4.60520 3.34257 0.01 0.00 -0.24 0.04
H -2.99244 -6.05656 2.51887 -0.06 0.43 -0.15 -0.07
C -4.71871 1.65251 -4.64288 0.08 -0.18 -0.32 -1.01
Cl -6.38499 1.82268 -4.07755 -0.04 0.08 -0.30 0.54
Cl -3.58288 2.38874 -3.50591 0.09 -0.01 -0.07 0.51
H -4.48376 0.59007 -4.74284 -0.08 0.27 0.15 0.03
H -4.62024 2.14507 -5.61330 -0.05 -0.03 0.33 0.03
C -2.32755 -9.04203 1.37042 0.10 -0.48 -0.06 -1.00
Cl -1.36213 -7.75533 0.63731 0.07 -0.03 -0.01 0.54
Cl -3.70489 -8.37742 2.25705 -0.10 -0.36 0.01 0.55
H -2.69698 -9.70258 0.58228 0.01 0.32 0.15 0.03
H -1.69904 -9.60832 2.06200 -0.17 0.31 -0.15 -0.03
C 1.88129 2.72619 -4.25708 0.07 -0.16 -0.29 -1.02
Cl 0.21501 2.89636 -3.69174 -0.10 -0.12 -0.20 0.52
Cl 3.01712 3.46241 -3.12010 0.08 0.05 -0.05 0.52
H 2.11624 1.66375 -4.35703 -0.08 0.22 0.19 0.02
H 1.97976 3.21874 -5.22749 -0.06 -0.12 0.66 -0.09
C -7.60445 -6.19534 -1.35107 -0.35 0.05 0.19 -1.03
Cl -6.61183 -7.46583 -2.07608 -0.12 -0.06 -0.04 0.50
Cl -6.62634 -4.78225 -0.93710 -0.42 0.08 -0.29 0.47
H -8.37680 -5.89696 -2.06410 0.45 -0.10 0.21 -0.07
H -8.07117 -6.58348 -0.44249 0.29 0.07 -0.16 0.04
C 4.32613 5.49834 3.79883 -0.16 -0.49 -0.16 -1.02
Cl 2.90641 6.26283 4.52341 -0.04 -0.06 -0.01 0.49
Cl 5.70662 6.60241 3.78683 0.15 -0.11 -0.12 0.54
H 4.58639 4.60954 4.37872 -0.04 0.31 -0.09 0.01
H 4.09043 5.21229 2.77091 0.01 0.15 0.29 0.01
C 1.43502 -7.83385 3.04048 0.34 0.13 -0.28 -1.03
Cl 0.87960 -6.33301 3.79153 0.07 0.00 -0.10 0.50
Cl 0.48435 -9.21506 3.60025 0.09 -0.11 0.00 0.53
H 1.33308 -7.74782 1.95596 -0.14 -0.02 0.31 -0.01
H 2.48394 -7.99498 3.30087 -0.34 0.02 0.07 0.03
C 6.45376 9.44088 5.86214 0.05 -0.38 -0.05 -1.05
Cl 7.41918 10.72758 5.12903 0.09 -0.05 -0.04 0.49
Cl 5.07643 10.10549 6.74877 -0.03 -0.11 0.03 0.49
H 6.08434 8.78032 5.07400 0.03 0.36 0.26 -0.06
H 7.08228 8.87459 6.55372 -0.16 0.26 -0.13 0.03
C -1.41424 6.55613 2.87384 0.03 0.39 0.22 -0.99
Cl -2.14982 4.95373 2.74613 -0.19 0.10 0.13 0.55
Cl -0.17433 6.78745 1.63530 -0.06 0.25 0.22 0.54
H -2.19018 7.31488 2.74659 0.18 -0.28 -0.08 0.03
H -0.95544 6.65936 3.86017 -0.05 -0.15 -0.30 0.03
C 4.06261 3.48594 -7.99441 0.27 -0.16 -0.31 -1.03
Cl 2.39632 3.65612 -7.42907 -0.09 0.06 -0.50 0.57
Cl 5.19843 4.22217 -6.85743 0.05 -0.04 -0.06 0.51
H 4.29755 2.42350 -8.09436 -0.11 0.27 0.14 0.03
H 4.16107 3.97850 -8.96482 -0.12 -0.11 0.45 -0.07
C -10.52313 -4.31792 -3.41158 -0.38 0.12 0.07 -1.01
Cl -9.53051 -5.58841 -4.13659 -0.19 -0.07 -0.26 0.55
Cl -9.54503 -2.90484 -2.99762 -0.10 -0.02 0.04 0.51
H -11.29549 -4.01954 -4.12461 0.30 -0.08 0.12 0.03
H -10.98985 -4.70607 -2.50301 0.23 0.08 -0.20 0.03
C 5.45818 0.52301 4.17261 -0.36 0.37 0.02 -1.08
Cl 6.45080 -0.74748 3.44761 -0.04 -0.19 -0.06 0.50
Cl 6.43629 1.93609 4.58658 0.05 0.18 0.04 0.51
H 4.68583 0.82139 3.45959 0.29 -0.10 0.13 -0.01
H 4.99146 0.13486 5.08119 0.69 0.51 -0.56 -0.11
C 5.41633 3.24944 -11.95791 0.31 -0.06 -0.26 -1.00
Cl 4.86091 4.75028 -11.20687 0.12 0.16 -0.23 0.55
Cl 4.46567 1.86822 -11.39815 0.05 -0.06 -0.04 0.52
H 5.31439 3.33546 -13.04243 -0.11 0.00 0.33 0.03
H 6.46526 3.08831 -11.69752 -0.33 0.05 0.05 0.03
C 3.00970 -5.45524 -2.45109 0.30 0.26 -0.09 -1.04
Cl 2.32076 -6.16658 -0.98671 0.02 0.08 0.13 0.48
Cl 2.28189 -6.15580 -3.90174 0.07 0.07 -0.03 0.50
H 2.82440 -4.37840 -2.44458 -0.09 -0.31 0.01 -0.06
H 4.08580 -5.64439 -2.46614 -0.32 -0.09 0.01 0.03
C 2.79118 -0.91737 7.27737 -0.33 -0.19 0.22 -0.99
Cl 3.42694 0.55706 8.01693 -0.06 -0.03 0.03 0.52
Cl 3.68185 -1.32618 5.80617 -0.69 -0.79 0.37 0.59
H 2.88347 -1.74088 7.98961 0.10 0.24 -0.21 0.03
H 1.73912 -0.76377 7.02522 0.33 0.05 -0.02 0.03
```
Forces are in eV/Å.

## Properties
Gap between HOMO and LUMO in eV: 6.86

=====

# 2
# C31H58F8O11P2Si2

A molecular structure, C31H58F8O11P2Si2 at a distorted geometry (ωB97M-V with the def2-TZVPD basis set, the OMol25 dataset).

The geometry in XYZ format:
```
112
Properties=species:S:1:pos:R:3:forces:R:3:lowdin_charge:R:1
C 6.05445 1.38836 -0.33334 -0.61 -0.04 -0.83 -0.22
Si 4.75117 2.41598 -1.24158 1.06 -0.63 0.04 0.50
O 3.90172 1.36561 -2.22984 -0.57 0.54 1.15 -0.35
Si 2.39407 0.85259 -1.67814 -0.43 -0.61 -0.79 0.47
C 1.10576 2.20995 -1.98586 0.27 -0.36 0.29 -0.14
C 1.92162 -0.60377 -2.80644 -0.03 1.06 0.15 -0.20
C 0.41598 -0.86203 -2.84180 0.54 -0.93 -0.26 -0.21
O 0.16044 -2.14300 -3.47243 -0.17 0.19 -0.11 -0.13
C 0.35582 -2.16532 -4.85793 -0.05 0.02 -0.21 -0.12
C 1.41916 -3.17013 -5.33521 -0.28 0.50 -0.83 -0.40
F 2.69335 -2.75785 -5.12863 -0.11 -0.23 0.39 0.12
F 1.28518 -3.19968 -6.70123 -0.10 -0.18 0.17 0.10
C 1.19549 -4.62252 -4.84348 -1.20 0.72 0.08 -0.33
F -0.13342 -4.87051 -5.00262 0.18 0.07 0.09 0.14
F 1.81747 -5.49670 -5.65978 0.51 0.17 0.43 0.15
C 1.54224 -4.85414 -3.33638 0.84 -1.99 0.16 -0.37
F 2.23476 -3.84368 -2.78267 -0.22 0.09 -0.22 0.14
F 0.45015 -5.11924 -2.60002 -0.10 0.57 -0.24 0.16
C 2.45122 -6.11866 -3.19754 0.67 0.38 0.32 -0.29
F 2.86558 -6.15697 -1.90382 -0.18 -0.12 0.02 0.08
F 1.76603 -7.24903 -3.45448 -0.08 0.23 -0.10 0.11
C 2.36370 0.16935 0.09000 -0.34 0.18 0.70 -0.15
C 1.14776 0.66198 0.92565 1.05 0.34 -1.00 -0.44
C 1.28291 2.14249 1.36511 -1.12 -0.14 -0.07 -0.03
O 1.00997 -0.22366 2.02348 -0.48 0.51 0.03 -0.12
C -0.27444 -0.08970 2.63341 -0.31 -1.13 0.40 -0.15
C -1.36733 -0.74112 1.78390 0.72 1.43 0.61 -0.20
C -1.43495 -2.11614 1.64043 -0.07 0.08 -0.06 -0.02
C -2.42104 -2.64927 0.82179 0.58 -0.23 0.37 -0.07
C -3.29500 -1.80051 0.16749 -0.76 -0.56 -0.57 -0.10
C -3.24344 -0.43231 0.33118 0.24 0.74 0.06 -0.08
C -2.26049 0.11248 1.15098 -0.26 -0.47 -0.21 -0.05
H 6.69597 0.97362 -1.12361 0.19 0.21 0.33 0.03
H 5.55554 0.51591 0.10681 0.14 0.28 0.23 0.02
H 6.61670 1.96368 0.40483 0.03 -0.22 -0.09 0.02
H 5.39898 3.47587 -2.04336 -0.10 -0.06 -0.12 -0.03
H 3.91770 3.09224 -0.22947 -0.35 0.00 -0.07 -0.03
H 1.50179 3.19664 -1.72133 -0.17 -0.06 -0.22 0.03
H 0.82603 2.15184 -3.04486 0.15 0.32 0.14 0.04
H 0.19005 2.04396 -1.40309 0.18 0.04 -0.11 0.03
H 2.47652 -1.49043 -2.48493 -0.21 0.06 -0.09 0.08
H 2.26684 -0.31588 -3.80953 0.04 -0.22 0.10 0.08
H -0.01726 -0.96454 -1.84088 0.01 0.04 -0.15 0.12
H -0.13606 -0.09876 -3.40588 0.14 0.05 0.24 0.12
H 0.64870 -1.19860 -5.29379 0.10 -0.11 0.26 0.15
H -0.57538 -2.45186 -5.36529 0.16 -0.07 0.16 0.14
H 3.35823 -6.06541 -3.81102 -0.31 -0.03 -0.11 0.17
H 3.27605 0.33508 0.67985 -0.07 0.04 -0.17 0.08
H 2.23663 -0.92323 0.02828 0.20 0.29 -0.23 0.07
H 0.28790 0.60954 0.23677 -0.12 -0.32 0.50 0.11
H 1.35017 2.20389 2.45654 0.43 0.04 -0.22 0.09
H 2.07402 2.69090 0.85211 0.12 -0.22 0.28 0.04
H 0.34326 2.65457 1.10386 0.25 0.06 0.12 0.08
H -0.23561 -0.63178 3.58914 0.32 0.11 -0.24 0.12
H -0.52082 0.95263 2.87972 0.08 -0.08 -0.30 0.12
H -0.71482 -2.72996 2.17273 -0.06 -0.08 -0.07 0.12
H -2.47323 -3.72949 0.71354 -0.16 0.19 -0.14 0.11
H -4.04297 -2.24526 -0.48690 0.06 0.17 0.10 0.10
H -3.91617 0.25532 -0.17651 -0.07 -0.34 -0.03 0.09
H -2.18455 1.18820 1.29639 -0.02 -0.16 -0.04 0.11
O 3.97926 -3.40750 4.18837 0.79 2.56 1.97 -0.23
P 2.60239 -3.01520 4.59707 -3.88 -4.79 -3.63 0.58
O 2.02703 -4.35206 5.36420 0.49 1.04 0.49 -0.19
C 2.86100 -5.15205 6.19685 0.14 -0.43 0.25 -0.29
C 2.68482 -4.79745 7.66163 -0.07 0.14 -0.02 -0.08
O 1.81281 -3.11190 3.17329 0.11 0.60 0.37 -0.22
C 2.51466 -3.07409 1.92951 0.05 -0.26 -0.27 -0.29
C 2.72744 -4.46987 1.38381 -0.08 -0.20 0.07 -0.06
O 1.37437 -2.05638 5.11722 2.43 1.04 0.65 -0.20
C 1.31489 -1.65092 6.48464 -0.17 0.17 0.53 -0.28
C 2.57856 -0.95532 6.94680 0.08 0.02 -0.17 -0.08
H 3.91242 -5.07192 5.91861 -0.06 0.13 -0.20 0.11
H 2.56357 -6.19003 6.03594 -0.08 0.05 -0.09 0.12
H 3.02913 -3.77948 7.86013 0.04 -0.02 0.02 0.06
H 3.26141 -5.47579 8.29232 0.00 -0.01 -0.03 0.08
H 1.63554 -4.85883 7.95393 0.01 -0.05 -0.01 0.08
H 3.45704 -2.53695 2.02906 0.04 -0.06 0.11 0.11
H 1.89592 -2.50408 1.23517 -0.12 -0.02 0.23 0.08
H 3.21736 -5.12102 2.10839 0.14 0.14 0.03 0.08
H 3.33455 -4.43271 0.47766 -0.03 -0.02 -0.02 0.07
H 1.76971 -4.93527 1.14200 0.00 0.06 -0.07 0.08
H 1.07759 -2.51122 7.11405 0.11 -0.12 -0.09 0.10
H 0.47280 -0.96253 6.56784 -0.03 -0.04 -0.20 0.12
H 3.45501 -1.60421 6.83638 -0.04 -0.02 0.08 0.07
H 2.49578 -0.66688 7.99494 0.02 -0.03 0.00 0.08
H 2.76187 -0.05946 6.35131 -0.03 0.00 0.02 0.08
O -6.70739 5.10243 -2.28826 -0.39 2.81 1.70 -0.23
P -5.36541 5.17642 -1.64642 3.04 -5.84 -2.60 0.57
O -4.32679 5.24493 -2.92084 -0.47 0.90 0.72 -0.19
C -4.63974 5.97988 -4.10056 0.04 0.13 -0.51 -0.29
C -3.99083 7.35132 -4.08741 0.04 0.00 0.15 -0.08
O -5.16325 3.63013 -1.16573 -0.10 0.56 0.54 -0.21
C -6.27723 2.74927 -1.01833 -0.10 -0.25 -0.21 -0.29
C -6.42336 1.87961 -2.24967 0.09 -0.10 -0.15 -0.07
O -4.21504 5.58334 -0.54931 -2.21 1.62 0.14 -0.18
C -3.71873 6.92118 -0.49881 0.35 0.50 0.09 -0.28
C -4.81606 7.94921 -0.31690 -0.14 -0.13 0.03 -0.08
H -5.71600 6.07904 -4.24589 -0.05 -0.15 0.19 0.11
H -4.25290 5.40293 -4.94278 0.03 -0.08 0.09 0.12
H -4.40290 7.96957 -3.28614 -0.03 0.02 -0.04 0.06
H -4.16538 7.86707 -5.03283 -0.01 -0.03 0.00 0.08
H -2.91441 7.27161 -3.92878 0.00 -0.02 -0.05 0.08
H -7.19143 3.30252 -0.80607 0.03 0.07 -0.14 0.10
H -6.07736 2.11857 -0.14885 0.15 0.10 0.02 0.11
H -6.47424 2.47474 -3.16149 -0.13 0.13 0.10 0.07
H -7.32183 1.26338 -2.18601 0.02 -0.01 0.02 0.08
H -5.55717 1.22281 -2.35325 -0.03 -0.03 0.06 0.07
H -3.12111 7.12622 -1.38960 -0.12 -0.09 -0.11 0.10
H -3.03676 6.96715 0.35116 -0.05 -0.21 0.01 0.12
H -5.54634 7.90261 -1.13299 0.07 0.06 -0.03 0.07
H -4.39766 8.95553 -0.28880 -0.01 -0.01 -0.03 0.08
H -5.35774 7.77007 0.61309 0.03 0.02 0.00 0.08
```
Forces are in eV/Å.

## Properties
Gap between HOMO and LUMO in eV: 9.30